{
  "formula": "C3H5N2O",
  "method": "the ωB97M-V functional and the def2-TZVPD basis",
  "elements": ["C", "C", "C", "N", "N", "O", "H", "H", "H", "H", "H"],
  "positions_angstrom": [[-0.306794, -1.341004, -1.427879], [-0.190982, 0.961143, -0.783439], [0.338504, -0.246638, -1.199310], [0.135158, -0.017950, 2.006715], [-0.297735, 0.917667, 1.463223], [-0.847452, -2.277674, -1.711577], [0.404815, 1.872116, -0.606504], [-1.232675, 1.336638, -0.841819], [1.335532, -0.223100, -1.478698], [-0.254219, -0.325938, 2.922818], [0.915848, -0.655260, 1.656471]],
  "forces_ev_per_a": [[-1.400, -1.368, -0.922], [-0.735, 1.976, 1.653], [0.682, 3.546, 0.978], [1.563, -3.402, 1.864], [-1.857, 2.844, -2.586], [-0.812, -1.606, -0.105], [0.356, -0.936, -0.701], [0.376, -1.209, 0.288], [2.043, -0.418, -0.302], [0.430, 0.221, 0.016], [-0.647, 0.353, -0.182]],
  "mulliken_charge": [1.02, -0.42, -0.77, 0.14, -0.41, -0.12, 0.30, 0.33, 0.39, 0.29, 0.26],
  "relative_energy_kj_mol": 490.7,
  "homo_ev": [-13.78, -13.78],
  "charge": 1,
  "homo_lumo_gap_ev": [8.3, 8.3]
}